# 1
Below is a molecular structure, C44H67AgN9O8 in a non-equilibrium geometry, with properties calculated with ωB97M-V/def2-TZVPD.

Positions of all 129 atoms, in Å:
Ag (0.23811, -0.21238, 1.61834)
O (-1.95406, -2.11219, 0.16761)
O (5.66319, -0.19428, -0.80819)
O (2.09423, -3.41727, 2.10132)
O (-2.72095, -0.94465, -1.49557)
O (2.22574, -1.12706, 1.01163)
O (-0.48184, 3.65542, -3.23089)
O (-0.88102, -0.31089, -0.52567)
O (-2.46610, 4.03865, -4.20980)
N (0.00850, 2.23412, 1.11031)
N (-1.26839, -0.25763, 3.23969)
N (-1.83700, -1.15217, -0.61942)
N (4.16744, 2.64656, -0.90036)
N (0.17125, -4.86658, 0.56021)
N (-4.87361, 3.11213, 0.92116)
N (3.31041, 1.90661, 4.26901)
N (1.84120, -1.88392, -2.49036)
N (-1.99340, -5.54749, -3.33812)
C (-3.50831, 0.04601, 3.83802)
C (-2.83288, -6.46896, -3.83193)
C (-0.25110, -4.05079, 1.77859)
C (-3.09607, 2.98214, -3.40076)
C (3.70591, 1.28926, -0.36809)
C (3.59596, 1.94147, 5.57470)
C (3.81626, 0.81273, 6.33104)
C (-2.44546, -4.31554, -3.13531)
C (0.88135, 3.06622, 1.57492)
C (-1.81349, 0.83241, 5.31397)
C (1.04959, -6.09940, 0.96694)
C (3.61222, -0.71724, -3.52878)
C (4.47657, 3.47635, 0.29707)
C (0.95728, -0.99170, -2.83792)
C (-1.16659, 4.26902, -3.99896)
C (-5.14330, 0.77012, 0.66261)
C (4.81809, 0.35826, 0.15700)
C (-3.15625, 0.67080, 5.03357)
C (5.28691, 2.45710, -1.75408)
C (-6.71360, 2.01402, 2.03118)
C (-0.40280, 4.99551, 0.77779)
C (0.94506, -3.80119, 2.74788)
C (-4.47073, 1.94059, 0.37691)
C (-6.00598, 3.17748, 1.72738)
C (-4.44507, 2.65525, -4.02768)
C (2.76650, 0.27931, -3.97611)
C (-0.62643, 5.44013, -4.80060)
C (-3.70439, -3.87206, -3.37759)
C (-2.54788, -0.43574, 3.00753)
C (3.37029, 0.71937, 3.68125)
C (-1.10365, 2.66207, 0.45605)
C (-1.30111, 4.02912, 0.32684)
C (3.02845, 3.25633, -1.73039)
C (3.10724, -1.76476, -2.78507)
C (3.76087, -0.46860, 5.71009)
C (-4.60932, -4.83006, -3.91613)
C (-1.12035, -5.37089, -0.01457)
C (-6.23289, 0.78115, 1.54494)
C (0.87002, -4.03143, -0.52101)
C (-4.15148, -6.14249, -4.02868)
C (3.60847, -0.49067, 4.33214)
C (0.71921, 4.48987, 1.44026)
C (-0.92382, 0.36337, 4.33490)
C (1.44236, 0.14479, -3.57240)
H (4.24723, -0.44132, 0.68027)
H (0.51170, -3.06495, 3.44705)
H (2.93718, 1.40568, 0.41316)
H (-2.28353, 4.29867, -0.01188)
H (2.21535, -2.44163, 1.70783)
H (0.15899, 0.57023, 4.43928)
H (-1.85610, -4.59486, -0.21366)
H (6.15975, 2.08932, -1.22208)
H (3.97091, -1.29767, 6.36508)
H (0.29657, -3.06899, -0.71963)
H (1.95798, -5.64035, 1.37434)
H (1.21848, -6.57734, 0.02512)
H (-3.07127, 3.33880, -2.34655)
H (3.11253, 0.70937, 2.61411)
H (6.17039, -0.90239, -0.44872)
H (-1.34077, 6.23921, -4.72816)
H (5.32558, 0.96302, 0.93537)
H (3.11836, 0.81882, -1.16927)
H (-3.89130, -2.83194, -3.23899)
H (2.18095, 3.43376, -1.01199)
H (2.07584, -1.36922, 0.07164)
H (-5.06524, 3.58544, -4.02899)
H (5.08054, 1.69832, -2.49770)
H (1.53030, 5.14878, 1.78489)
H (0.79731, -4.56322, -1.44314)
H (3.54562, 3.44365, 0.90668)
H (3.44828, 4.24255, -1.89698)
H (3.80598, -2.44529, -2.35948)
H (-3.63431, 1.98501, -0.24770)
H (-4.48671, -0.03073, 3.55400)
H (0.72882, 0.94785, -3.90366)
H (-7.59494, 2.17582, 2.71897)
H (0.54203, -6.79265, 1.70370)
H (4.72880, 4.41697, -0.07557)
H (-2.45842, 2.11253, -3.29066)
H (3.93776, 0.79560, 7.37741)
H (1.81233, -3.81408, -0.02708)
H (-4.97964, 2.03055, -3.32061)
H (-0.63607, -3.14657, 1.40840)
H (-0.67383, 5.22231, -5.88499)
H (-3.92581, 1.07752, 5.68437)
H (-1.64735, -5.97219, 0.69214)
H (-1.41554, 1.40684, 6.14576)
H (-1.71452, 1.83650, 0.09823)
H (-0.10809, -1.13617, -2.62936)
H (2.97247, 2.72989, -2.70789)
H (-2.38783, -7.48098, -4.00480)
H (-4.45764, 2.04999, -4.95909)
H (5.23851, 2.97976, 0.85094)
H (3.12527, 1.12275, -4.61619)
H (5.53125, 3.47444, -2.20244)
H (-2.75491, -0.99147, 2.10309)
H (3.64539, 2.87669, 6.06996)
H (-0.67567, 6.11169, 0.73088)
H (0.38666, 5.82931, -4.58038)
H (1.59471, 2.56339, 2.20159)
H (-5.62619, -4.51896, -4.15489)
H (-1.71780, -3.67045, -2.62518)
H (4.67988, -0.79066, -3.68383)
H (3.68794, -1.40676, 3.80707)
H (-0.91609, -5.98970, -0.91716)
H (1.09989, -4.66296, 3.35170)
H (-4.76921, -6.96476, -4.41879)
H (-1.04845, -4.61732, 2.26932)
H (-6.70900, -0.11617, 1.83003)
H (-6.27032, 4.10846, 2.20776)
H (-4.75033, -0.13348, 0.21882)

Atomic forces in eV per Å
0.58 -0.27 -0.34
0.48 0.34 -0.21
-0.26 1.14 -1.19
1.19 -0.01 -0.09
1.08 -0.40 0.77
-0.20 -0.19 -0.57
0.38 -0.81 0.74
-0.66 -1.09 0.11
0.07 -0.44 0.10
-1.67 -1.56 -1.14
0.94 -0.28 -0.32
-1.29 1.30 -0.88
-2.37 -1.56 1.19
-1.43 -0.86 0.29
-1.04 0.49 0.69
0.41 0.13 0.08
-1.09 -1.96 1.47
0.33 -0.81 -0.31
1.19 0.42 1.35
1.29 0.44 0.88
1.83 -1.27 0.62
0.55 0.20 0.15
-0.45 -1.27 -0.77
-0.04 -0.74 0.11
-0.65 -1.93 -1.41
1.68 -0.17 1.21
-0.41 2.43 0.41
0.41 -0.01 -0.87
-0.90 1.52 0.34
0.92 -0.53 0.02
-2.00 -1.37 0.00
0.95 2.25 -1.87
0.45 0.87 -0.37
-0.19 -0.49 0.44
-1.37 0.35 1.47
-0.10 0.27 -0.04
2.26 1.43 -1.47
-0.23 0.49 0.67
0.01 0.27 0.75
-1.86 1.29 -0.68
-2.65 1.54 2.03
2.22 -1.95 -1.48
-0.58 0.57 0.97
-0.19 0.07 0.04
-0.32 0.04 -1.20
-1.35 -1.23 -1.39
-0.42 -0.64 -0.93
-0.62 -0.22 -0.61
2.05 0.37 0.84
-1.37 -0.46 -0.17
1.02 0.81 1.45
0.50 1.26 -0.30
0.65 2.12 0.24
0.79 0.82 1.02
0.10 -0.70 -1.01
0.29 1.66 -0.57
-1.25 1.20 1.54
-1.25 -0.79 -1.39
0.08 0.33 0.96
0.98 -0.38 -0.29
1.39 1.20 1.72
-2.01 0.91 -0.50
0.19 0.54 -0.19
0.37 0.22 -0.02
0.57 0.32 -0.06
-0.21 0.45 -0.47
-0.91 -0.20 0.24
-0.67 -0.22 0.13
0.62 0.57 -0.36
-0.07 0.15 0.24
-0.18 -0.52 -0.36
0.60 -1.24 0.79
-0.15 -0.45 -0.09
0.32 -0.59 -0.35
-0.84 0.17 -0.67
0.24 -0.18 0.29
0.40 -0.77 0.59
-0.29 0.59 0.29
0.40 -0.51 -0.23
0.48 0.01 -0.10
-0.54 0.46 0.16
0.29 -0.84 -1.31
0.06 0.22 0.76
0.49 -0.73 -0.70
-0.24 0.12 -0.32
-0.57 -0.29 0.10
0.66 -0.64 -0.50
0.73 0.56 -0.34
-0.27 0.39 -0.51
0.26 -0.82 0.19
1.02 -0.06 -0.91
-2.43 -0.29 -0.53
0.58 -0.96 0.52
1.01 -0.81 -0.89
0.34 1.13 -0.92
0.55 1.72 -0.05
0.34 -0.23 -0.71
0.29 0.57 1.05
0.33 0.08 -0.91
-0.03 -0.30 0.34
-0.48 1.13 -0.52
0.16 -0.24 0.47
0.12 -0.13 -0.05
0.10 -0.76 0.76
-0.24 -0.29 0.01
-0.10 0.58 -0.07
0.54 0.16 0.03
-0.66 0.12 1.13
-0.71 0.96 0.11
0.41 0.96 0.36
0.75 -0.02 0.31
-0.48 -0.80 0.66
-0.16 -1.40 0.26
-0.34 0.08 -0.11
-0.12 1.01 0.12
0.72 -1.96 -0.04
-0.67 -0.73 0.33
0.92 0.54 0.23
0.22 -0.36 0.01
-0.28 0.09 -0.42
0.08 0.52 -0.37
-0.20 -0.67 -0.68
-0.16 0.65 0.49
0.48 -0.99 0.39
-0.12 0.67 0.23
0.16 0.08 0.04
-0.49 -0.91 0.14
0.15 0.25 -0.38
-0.19 -0.31 0.07

The LUMO energy is -1.57 eV. Its net charge is +1.

***

# 2
Below is a molecular structure, C10H13AlNO in a non-equilibrium geometry, with properties calculated with ωB97M-V/def2-TZVPD.

Positions of all 26 atoms, in Å:
Al (-0.15490, -0.17091, 0.01606)
O (-2.62027, -0.70712, -1.24921)
N (0.05681, 0.47179, -1.77864)
C (-1.77495, -1.23125, -0.54172)
C (-1.44422, 0.71315, 1.79356)
C (-1.95433, -2.64541, -0.09180)
C (1.80752, -0.62992, -0.62225)
C (-0.34966, 0.02754, 2.39101)
C (0.85151, 0.67977, 1.99114)
C (2.33748, 1.29834, -2.21363)
C (-0.92147, 1.80039, 1.03108)
C (1.46516, 0.42717, -1.62998)
C (0.49519, 1.78252, 1.16088)
H (1.98690, 2.08622, -2.89156)
H (-1.10323, -2.96717, 0.54422)
H (-0.28510, 1.16269, -2.45031)
H (3.41565, 1.18261, -2.07165)
H (-0.41530, -0.86953, 3.00938)
H (1.86491, 0.38986, 2.26862)
H (-2.89203, -2.73182, 0.49554)
H (-1.50274, 2.50856, 0.43726)
H (1.67683, -1.64898, -1.03001)
H (2.77489, -0.50191, -0.12027)
H (-2.49732, 0.43945, 1.87926)
H (1.19545, 2.44672, 0.64970)
H (-2.01278, -3.31277, -0.97668)

Atomic forces in eV per Å
0.71 0.68 -1.40
-0.29 -0.20 -0.01
1.62 0.06 0.44
0.26 0.40 0.55
0.04 0.48 0.01
-0.28 -1.32 0.25
-1.17 -0.32 0.13
0.18 -0.04 -0.14
-0.45 0.67 0.29
0.15 -0.21 0.05
-0.17 -0.34 0.39
-0.57 0.67 -0.99
0.19 -0.21 0.39
0.11 -0.24 0.32
-0.46 0.08 -0.32
0.22 -0.34 0.45
-0.34 0.04 -0.08
0.01 0.33 -0.22
-0.41 0.03 -0.25
0.36 -0.08 -0.32
0.25 -0.38 0.18
0.35 0.35 -0.14
-0.36 -0.08 -0.08
0.43 0.08 -0.10
-0.29 -0.33 0.16
-0.09 0.22 0.44

Its energy relative to the best compared isomer or geometry (same formula, charge and spin) is 0.0 kJ/mol. The LUMO energy is 3.34 eV. Its net charge is -1.

***

# 3
Below is a molecular structure, CH4IPS2 in a non-equilibrium geometry, with properties calculated with ωB97M-V/def2-TZVPD.

Positions of all 9 atoms, in Å:
I (-3.16552, 0.06634, -0.05959)
S (-0.71330, 2.06231, 0.54348)
S (-0.33602, -1.11837, 0.70998)
P (1.73175, -0.73904, 0.11949)
C (-1.01188, 0.37975, -0.08974)
H (-0.73535, 0.38806, -1.12514)
H (0.32288, 2.34176, -0.26044)
H (2.25865, -1.57123, 1.01925)
H (1.64879, -1.80959, -0.85731)

Atomic forces in eV per Å
0.36 0.05 -0.05
0.11 -0.41 0.20
0.68 0.94 -0.06
-1.73 0.12 -1.78
-0.70 0.01 0.35
-0.02 -0.13 -0.48
0.05 -0.09 0.02
0.81 -1.14 1.52
0.42 0.65 0.28

Its energy relative to the best compared isomer or geometry (same formula, charge and spin) is 56.8 kJ/mol. The LUMO energy is 0.07 eV.

***

> Look up the LUMO of the third one.

0.07 eV

***

> Number 3 is which compound?

CH4IPS2